[1]
ORCA calculation (ωB97M-V/def2-TZVPD) on a molecular structure, C20H43OP3STi.

Last column: Mulliken charge in e.
Positions of all 69 atoms, in Å:
Ti: -0.07 -0.16 0.58  -0.328
P: 2.14 1.01 1.57  0.971
P: -1.92 1.57 0.74  1.113
P: 0.59 1.33 -1.45  1.176
H: -0.99 -2.54 1.90  0.049
C: -0.62 -2.45 0.89  -0.717
C: 0.78 -2.38 0.72  0.218
H: 1.46 -2.40 1.59  0.234
C: 2.65 0.33 3.20  -1.208
C: 2.01 2.79 2.06  -1.251
C: 3.71 0.91 0.65  -1.249
C: -3.40 0.92 -0.08  -1.228
C: -2.54 1.85 2.43  -1.210
C: -1.83 3.33 0.23  -1.364
C: 1.87 0.45 -2.43  -1.089
C: 1.33 3.01 -1.27  -1.395
C: -0.64 1.68 -2.76  -1.344
H: -1.35 -2.77 0.14  0.417
H: 1.24 -2.59 -0.25  0.281
H: 2.52 -0.76 3.24  0.346
H: 2.07 0.77 4.02  0.300
H: 3.71 0.55 3.40  0.586
H: 1.24 2.88 2.84  0.326
H: 1.72 3.43 1.22  0.353
H: 2.98 3.14 2.46  0.513
H: 3.80 -0.08 0.19  0.397
H: 4.55 1.04 1.35  0.555
H: 3.79 1.66 -0.14  0.407
H: -4.20 1.67 0.00  0.508
H: -3.71 0.00 0.43  0.444
H: -3.20 0.69 -1.14  0.269
H: -3.34 2.60 2.40  0.640
H: -1.73 2.23 3.06  0.358
H: -2.93 0.92 2.85  0.356
H: -2.69 3.84 0.71  0.590
H: -1.90 3.44 -0.86  0.337
H: -0.91 3.79 0.61  0.370
H: 1.71 0.73 -3.49  0.552
H: 1.78 -0.64 -2.34  0.204
H: 2.88 0.78 -2.15  0.402
H: 1.41 3.45 -2.28  0.555
H: 2.33 2.98 -0.81  0.385
H: 0.67 3.66 -0.68  0.310
H: -0.21 1.38 -3.73  0.482
H: -0.88 2.76 -2.81  0.498
H: -1.56 1.11 -2.64  0.192
C: -1.00 -2.70 -3.53  0.915
C: -1.90 -2.62 -4.62  -0.524
C: -1.75 -3.43 -5.75  -0.723
C: -0.69 -4.34 -5.84  -0.382
C: 0.24 -4.40 -4.79  -0.708
C: 0.10 -3.58 -3.65  -0.234
S: -1.25 -1.56 -2.22  0.354
H: -0.21 -1.83 -1.32  -0.445
H: -2.68 -1.86 -4.59  0.361
H: -2.44 -3.32 -6.58  0.418
H: -0.56 -4.97 -6.74  0.428
H: 1.12 -5.06 -4.88  0.403
H: 0.87 -3.56 -2.87  0.225
C: -0.67 0.25 4.81  -1.233
C: -0.37 -0.67 3.68  0.775
C: -0.19 -2.06 4.09  -1.662
O: -0.29 -0.24 2.50  0.008
H: -0.43 -0.32 5.72  0.514
H: -1.75 0.47 4.83  0.363
H: -0.08 1.19 4.77  0.322
H: -0.10 -2.84 3.33  0.601
H: 0.71 -2.14 4.70  0.403
H: -1.01 -2.31 4.76  0.509

Calculated values
Highest occupied orbital energy (alpha / beta)   -0.6915 / -0.6912 Ha
ΔE to the lowest compared entry with this formula, charge and spin   0.000 eV
Strongest force on any atom   2.44 eV/A
Total charge   +4
Orbital gap (alpha / beta)   3.266 / 3.249 eV



[2]
ORCA calculation (ωB97M-V/def2-TZVPD) on a molecular structure, C20H44Ag2O11S7Tl.

Last column: Mulliken charge in e.
Positions of all 85 atoms, in Å:
Ag: 2.34 -2.92 2.96  0.752
Ag: 5.13 -1.09 0.67  0.824
Tl: -0.26 3.99 -2.43  0.931
C: 0.67 1.29 1.63  -0.245
C: 0.13 1.61 0.33  0.307
C: 0.40 0.68 -0.85  0.083
O: -0.14 1.12 -1.91  -0.505
C: 1.28 -0.44 -0.60  -0.933
C: 1.76 -0.70 0.68  0.417
C: 1.43 0.20 1.86  0.101
O: 1.74 -0.08 3.07  -0.598
O: 2.54 -1.74 0.72  -0.532
O: -0.43 2.69 0.09  -0.219
H: 0.28 1.93 2.41  0.748
H: 1.49 -1.06 -1.46  1.080
C: 0.51 -1.40 6.16  -0.507
S: 0.49 0.39 6.42  0.528
O: 1.83 0.85 5.83  -0.468
C: -0.77 0.90 5.19  -0.330
H: 0.76 -1.70 5.15  -0.088
H: -0.49 -1.64 6.54  0.368
H: 1.25 -1.95 6.74  0.411
H: -1.05 1.95 5.29  0.465
H: -1.67 0.30 5.35  0.382
H: -0.44 0.73 4.17  -0.388
C: -0.90 -1.82 -3.33  -0.224
S: -2.03 -3.09 -4.04  0.517
O: -1.91 -4.33 -3.15  -0.528
C: -3.63 -2.24 -3.74  -0.854
H: -0.99 -1.81 -2.25  -0.277
H: -1.11 -0.84 -3.76  0.422
H: 0.13 -2.04 -3.59  0.144
H: -3.58 -1.22 -4.12  0.344
H: -3.92 -2.20 -2.69  0.227
H: -4.37 -2.79 -4.32  0.395
C: 2.23 0.66 -4.88  -0.442
S: 4.02 0.47 -4.83  0.477
O: 4.46 -0.30 -6.10  -0.511
C: 4.23 -0.60 -3.32  -0.670
H: 1.82 -0.31 -4.61  -0.074
H: 1.97 0.90 -5.91  0.442
H: 1.85 1.45 -4.22  0.216
H: 5.32 -0.58 -3.23  0.453
H: 3.86 -1.59 -3.60  0.227
H: 3.76 -0.20 -2.42  0.056
C: -1.10 -3.10 0.46  -0.426
S: -1.51 -2.98 2.29  0.287
O: -0.10 -3.10 2.88  -0.551
C: -1.99 -1.20 2.46  -0.447
H: -0.38 -3.89 0.25  0.323
H: -0.65 -2.16 0.12  -0.392
H: -1.97 -3.20 -0.19  0.607
H: -2.90 -1.07 1.87  0.325
H: -1.18 -0.55 2.12  -0.088
H: -2.22 -0.82 3.45  0.315
C: 1.71 -4.23 -1.90  -0.120
S: 2.44 -5.61 -0.92  0.491
O: 2.94 -6.57 -1.99  -0.546
C: 4.01 -4.73 -0.38  -0.684
H: 1.07 -4.61 -2.69  0.426
H: 2.54 -3.65 -2.30  0.015
H: 1.23 -3.52 -1.23  -0.236
H: 3.79 -4.08 0.47  -0.057
H: 4.53 -4.21 -1.18  0.282
H: 4.77 -5.39 0.04  0.472
C: -0.38 7.57 0.44  -1.016
S: -1.71 6.33 0.78  0.319
O: -1.61 5.34 -0.39  -0.484
C: -0.90 5.64 2.29  -0.701
H: -0.32 8.09 -0.51  0.377
H: 0.64 7.19 0.57  0.315
H: -0.54 8.42 1.10  0.405
H: -0.30 4.83 1.88  0.006
H: -1.69 5.32 2.97  0.350
H: -0.24 6.30 2.86  0.499
C: -3.46 0.89 -0.57  -0.455
S: -4.14 2.54 -1.09  0.338
O: -2.97 3.25 -1.71  -0.473
C: -4.33 3.28 0.55  -0.589
H: -4.12 0.43 0.16  0.569
H: -2.52 1.12 -0.06  -0.178
H: -3.28 0.31 -1.47  0.136
H: -3.45 3.85 0.83  -0.081
H: -4.58 2.57 1.34  0.354
H: -5.15 4.00 0.50  0.386

Calculated values
Highest occupied orbital energy   -0.5567 Ha
ΔE to the lowest compared entry with this formula, charge and spin   0.000 eV
Strongest force on any atom   4.82 eV/A
Total charge   +3
Orbital gap   1.810 eV



[3]
ORCA calculation (ωB97M-V/def2-TZVPD) on 3 unconnected molecules or ions with the total composition C20H44BClN2O3Si.

Last column: Löwdin spin population.
Positions of all 72 atoms, in Å:
C: 1.05 -1.95 3.12  0.000
C: -0.31 -1.26 2.90  0.000
B: -1.44 -2.29 2.54  0.000
O: -1.15 -3.26 1.63  0.000
Si: -3.33 -2.21 3.32  0.000
Cl: -3.95 -0.24 3.44  0.000
H: 1.63 -1.42 3.88  0.000
H: 0.95 -2.98 3.46  0.000
H: 1.64 -1.97 2.21  0.000
H: -0.59 -0.64 3.75  0.000
H: -0.23 -0.59 2.03  0.000
H: -1.71 -4.04 1.65  0.000
H: -4.30 -2.93 2.45  0.000
H: -3.45 -2.80 4.68  0.000
C: -5.92 4.30 -1.58  0.004
C: -4.84 5.15 -0.90  0.025
C: -3.56 5.20 -1.74  0.017
C: -2.77 3.89 -1.73  0.001
C: -2.48 3.43 -0.31  0.017
C: -3.74 3.32 0.56  0.026
N: -4.48 4.62 0.46  0.387
O: -4.03 5.52 1.26  0.514
C: -4.61 2.13 0.13  0.003
C: -3.36 3.10 2.02  -0.001
C: -5.39 6.56 -0.72  -0.001
H: -6.60 3.88 -0.84  0.002
H: -6.51 4.94 -2.24  0.000
H: -5.52 3.50 -2.18  0.000
H: -2.92 6.00 -1.36  0.002
H: -3.83 5.47 -2.77  0.002
H: -3.31 3.11 -2.29  0.000
H: -1.83 4.04 -2.26  0.001
H: -1.98 2.45 -0.31  0.002
H: -1.79 4.13 0.17  0.002
H: -5.56 2.14 0.66  0.001
H: -4.08 1.22 0.40  0.000
H: -4.80 2.09 -0.94  0.000
H: -2.67 3.85 2.38  0.000
H: -2.88 2.12 2.10  0.000
H: -4.25 3.10 2.65  0.000
H: -6.27 6.56 -0.07  0.000
H: -5.69 6.94 -1.70  0.000
H: -4.65 7.24 -0.30  0.000
C: 3.05 -3.55 -2.36  0.003
C: 3.79 -2.40 -1.66  0.026
C: 5.09 -2.04 -2.39  0.016
C: 6.19 -3.08 -2.22  0.001
C: 6.45 -3.36 -0.74  0.017
C: 5.19 -3.78 0.02  0.026
N: 4.13 -2.74 -0.23  0.385
O: 4.28 -1.70 0.50  0.516
C: 4.73 -5.18 -0.38  0.003
C: 5.47 -3.81 1.52  -0.001
C: 2.85 -1.20 -1.64  -0.001
H: 2.44 -4.11 -1.65  0.002
H: 2.38 -3.14 -3.11  0.000
H: 3.72 -4.24 -2.86  0.000
H: 5.44 -1.07 -2.02  0.002
H: 4.85 -1.91 -3.45  0.002
H: 5.95 -4.00 -2.75  0.000
H: 7.11 -2.69 -2.67  0.001
H: 7.20 -4.16 -0.63  0.002
H: 6.87 -2.47 -0.27  0.002
H: 3.76 -5.41 0.06  0.001
H: 5.46 -5.90 0.00  0.000
H: 4.66 -5.32 -1.46  0.000
H: 5.87 -2.87 1.88  -0.001
H: 6.18 -4.60 1.73  0.000
H: 4.55 -4.01 2.08  0.000
H: 1.95 -1.42 -1.06  0.000
H: 2.56 -0.97 -2.66  0.000
H: 3.33 -0.32 -1.20  -0.001

Calculated values
Highest occupied orbital energy (alpha / beta)   -0.2902 / -0.3349 Ha
Strongest force on any atom   0.93 eV/A
Spin multiplicity   3
Orbital gap (alpha / beta)   8.139 / 9.344 eV



[4]
ORCA calculation (ωB97M-V/def2-TZVPD) on a molecular structure, C20H44CeNO2P3.

Last column: Löwdin spin population.
Positions of all 71 atoms, in Å:
Ce: 0.04 -0.34 0.22  1.018
P: -2.22 0.34 -1.46  -0.003
P: 0.74 -2.53 -1.38  -0.002
P: 0.99 1.61 -1.69  -0.003
H: -0.24 3.27 3.30  0.000
C: -0.48 4.04 2.56  0.000
C: -1.67 4.04 1.93  0.000
H: -2.43 3.27 2.15  0.000
C: -3.72 -0.29 -0.63  0.001
C: -2.27 -0.55 -3.05  -0.001
C: -2.75 2.04 -1.88  -0.001
C: 2.16 -3.36 -0.55  0.001
C: -0.43 -3.93 -1.57  -0.001
C: 1.36 -2.37 -3.09  -0.001
C: 0.57 3.34 -1.26  -0.001
C: 0.72 1.61 -3.50  -0.001
C: 2.82 1.67 -1.63  0.000
H: 0.29 4.79 2.36  0.000
H: -1.94 4.80 1.19  0.000
H: -3.75 0.05 0.41  0.000
H: -3.72 -1.38 -0.64  0.000
H: -4.61 0.09 -1.15  0.000
H: -2.07 -1.62 -2.89  0.000
H: -1.50 -0.16 -3.73  0.000
H: -3.26 -0.43 -3.52  0.000
H: -2.56 2.70 -1.03  0.000
H: -3.82 2.04 -2.11  0.000
H: -2.19 2.42 -2.75  0.000
H: 2.53 -4.16 -1.21  0.000
H: 1.85 -3.79 0.41  0.000
H: 2.97 -2.64 -0.36  0.000
H: 0.12 -4.86 -1.77  0.000
H: -1.14 -3.74 -2.38  0.000
H: -1.01 -4.06 -0.64  0.000
H: 1.99 -3.23 -3.34  0.000
H: 1.95 -1.45 -3.18  0.000
H: 0.52 -2.31 -3.80  0.000
H: 1.46 3.97 -1.44  0.000
H: 0.28 3.42 -0.21  0.000
H: -0.26 3.70 -1.88  0.000
H: 1.49 2.22 -3.98  0.000
H: -0.27 2.01 -3.76  0.000
H: 0.79 0.58 -3.89  0.000
H: 3.16 2.52 -2.23  0.000
H: 3.23 0.74 -2.05  0.000
H: 3.18 1.77 -0.60  0.000
C: 2.98 0.26 2.08  0.000
C: 3.88 -0.79 2.26  0.000
C: 5.24 -0.47 2.21  0.000
C: 5.64 0.87 2.05  0.000
C: 4.70 1.89 1.95  0.000
C: 3.33 1.60 1.99  0.000
O: 1.62 -0.02 1.77  -0.001
H: 1.41 -0.98 1.95  0.000
H: 3.52 -1.81 2.39  0.000
H: 5.98 -1.26 2.31  0.000
H: 6.70 1.11 1.99  0.000
H: 5.01 2.93 1.84  0.000
H: 2.54 2.36 1.92  0.000
C: -3.18 -2.91 2.09  0.000
N: -3.17 -1.68 2.88  -0.001
C: -4.26 -1.44 3.81  0.000
C: -2.16 -0.82 2.84  0.000
O: -1.27 -0.84 1.93  -0.003
H: -2.74 -3.75 2.65  0.000
H: -2.64 -2.78 1.14  0.000
H: -4.23 -3.16 1.88  0.000
H: -3.91 -1.45 4.85  0.000
H: -4.72 -0.46 3.62  0.000
H: -5.01 -2.22 3.66  0.000
H: -2.15 -0.03 3.61  0.000

Calculated values
Highest occupied orbital energy (alpha / beta)   -0.6241 / -0.6241 Ha
ΔE to the lowest compared entry with this formula, charge and spin   0.239 eV
Strongest force on any atom   2.61 eV/A
Spin multiplicity   2
Total charge   +3
Orbital gap (alpha / beta)   7.509 / 7.553 eV



[5]
ORCA calculation (ωB97M-V/def2-TZVPD) on a molecular structure, C20H44GdNO2P3.

Last column: Löwdin spin population.
Positions of all 71 atoms, in Å:
Gd: 0.08 -0.36 0.00  6.732
P: 0.58 -2.94 -1.13  -0.007
P: 2.92 -0.43 1.04  -0.015
P: -2.97 -0.01 -0.05  0.086
H: 2.12 4.30 -0.33  0.000
C: 1.05 4.55 -0.28  0.000
C: 0.38 4.56 0.89  0.000
H: 0.87 4.28 1.83  0.000
C: 1.65 -2.84 -2.62  0.001
C: 1.51 -4.20 -0.16  0.001
C: -0.74 -4.01 -1.80  0.002
C: 2.39 1.17 1.68  -0.010
C: 4.13 -1.18 2.12  -0.003
C: 3.66 -0.12 -0.57  -0.004
C: -3.13 1.73 0.56  0.008
C: -4.37 -0.76 0.86  0.021
C: -3.72 0.18 -1.72  0.008
H: 0.56 4.81 -1.22  0.000
H: -0.67 4.87 0.94  0.000
H: 1.12 -2.26 -3.40  0.000
H: 1.87 -3.84 -3.01  0.000
H: 2.59 -2.32 -2.40  0.000
H: 1.45 -5.17 -0.67  0.000
H: 1.07 -4.29 0.84  0.000
H: 2.57 -3.91 -0.05  0.000
H: -0.34 -5.02 -1.97  0.000
H: -1.11 -3.60 -2.75  0.000
H: -1.57 -4.07 -1.09  0.000
H: 3.31 1.71 1.97  -0.001
H: 1.77 1.08 2.59  0.000
H: 1.86 1.80 0.94  -0.005
H: 5.09 -0.65 2.07  -0.001
H: 4.30 -2.23 1.83  0.000
H: 3.77 -1.18 3.16  0.000
H: 4.63 0.35 -0.39  0.000
H: 3.06 0.58 -1.19  -0.002
H: 3.82 -1.05 -1.13  0.000
H: -4.01 2.21 0.09  0.002
H: -2.23 2.31 0.31  0.000
H: -3.26 1.73 1.65  0.000
H: -5.34 -0.44 0.45  0.004
H: -4.32 -0.49 1.92  0.000
H: -4.29 -1.86 0.77  0.000
H: -4.58 0.86 -1.69  0.002
H: -4.05 -0.80 -2.08  0.000
H: -2.97 0.58 -2.42  0.000
C: -0.26 1.52 -2.72  0.024
C: 0.75 0.93 -3.54  0.031
C: 0.73 1.17 -4.91  0.002
C: -0.19 2.06 -5.46  0.053
C: -1.09 2.74 -4.63  -0.001
C: -1.11 2.51 -3.26  0.035
O: -0.44 1.08 -1.47  0.061
H: 1.82 -1.41 1.03  -0.008
H: 1.49 0.27 -3.08  0.001
H: 1.44 0.64 -5.56  -0.001
H: -0.19 2.24 -6.54  0.002
H: -1.80 3.45 -5.06  -0.001
H: -1.79 3.02 -2.58  0.001
C: -1.59 0.79 4.16  0.000
N: -0.79 -0.43 4.32  0.002
C: -0.54 -0.94 5.67  0.000
C: -0.21 -0.99 3.29  -0.001
O: -0.33 -0.50 2.11  -0.021
H: -2.00 1.03 5.14  0.000
H: -2.40 0.64 3.43  0.000
H: -0.96 1.63 3.82  0.000
H: -0.49 -2.03 5.64  0.000
H: 0.42 -0.56 6.06  0.000
H: -1.35 -0.61 6.31  0.000
H: 0.42 -1.87 3.46  0.000

Calculated values
Highest occupied orbital energy (alpha / beta)   -0.5719 / -0.5529 Ha
ΔE to the lowest compared entry with this formula, charge and spin   0.527 eV
Strongest force on any atom   3.68 eV/A
Spin multiplicity   8
Total charge   +3
Orbital gap (alpha / beta)   6.209 / 3.981 eV



[6]
ORCA calculation (ωB97M-V/def2-TZVPD) on a molecular structure, C20H44O15.

Last column: Mulliken charge in e.
Positions of all 79 atoms, in Å:
O: 2.58 -16.28 6.56  -0.655
C: 1.33 -16.41 6.54  0.820
O: 0.58 -16.34 7.57  -0.785
O: 1.03 -16.73 5.42  -0.819
H: 2.33 -16.68 5.72  0.378
O: -1.31 -16.53 3.55  -0.265
C: -2.25 -15.63 3.99  0.649
O: -2.09 -15.06 5.04  -0.717
O: -3.23 -15.40 3.27  -0.799
H: -0.67 -16.52 4.27  0.239
C: -6.21 -15.92 10.06  -0.744
O: -4.80 -16.22 10.12  -0.260
C: -4.38 -16.52 11.52  -0.406
C: -3.35 -17.64 11.55  -0.592
O: -2.39 -17.76 10.55  -0.161
C: -1.94 -19.10 10.15  -0.611
C: -1.26 -19.16 8.73  -0.429
O: -2.03 -18.48 7.69  -0.209
C: -1.71 -18.91 6.36  -0.813
H: -6.45 -15.32 9.18  0.238
H: -6.59 -15.51 10.99  0.299
H: -6.71 -16.88 9.97  0.311
H: -5.21 -16.72 12.18  0.389
H: -3.89 -15.66 11.96  0.251
H: -3.86 -18.61 11.55  0.340
H: -2.91 -17.56 12.55  0.226
H: -2.75 -19.81 10.10  0.362
H: -1.21 -19.37 10.91  0.298
H: -1.30 -20.19 8.37  0.377
H: -0.22 -18.84 8.87  0.219
H: -0.66 -19.06 6.11  0.352
H: -2.20 -18.19 5.69  0.087
H: -2.16 -19.89 6.20  0.450
C: -1.40 -12.26 -2.62  -0.834
O: -1.20 -12.61 -1.25  -0.227
C: -1.51 -13.95 -0.87  -0.672
C: -1.83 -14.06 0.61  0.095
O: -1.12 -13.21 1.44  -0.379
C: 0.26 -13.40 1.58  -0.222
C: 0.73 -12.42 2.60  -0.837
O: 0.04 -12.70 3.87  -0.371
C: 0.79 -13.55 4.71  -0.994
H: -0.71 -12.83 -3.23  0.328
H: -1.05 -11.25 -2.79  0.235
H: -2.42 -12.50 -2.94  0.296
H: -0.76 -14.71 -1.10  0.309
H: -2.39 -14.29 -1.41  0.462
H: -1.64 -15.10 0.88  -0.005
H: -2.87 -13.81 0.84  0.241
H: 0.87 -13.32 0.68  0.294
H: 0.36 -14.43 1.93  0.307
H: 0.56 -11.43 2.18  0.348
H: 1.80 -12.62 2.71  0.417
H: 1.70 -13.02 5.00  0.539
H: 1.29 -14.43 4.30  0.332
H: 0.24 -13.92 5.58  0.297
C: -0.87 -20.66 0.87  -0.792
O: -2.15 -20.47 1.25  -0.406
C: -2.33 -19.22 1.90  -0.057
C: -3.76 -19.06 2.39  -0.529
O: -4.66 -19.30 1.33  -0.440
C: -4.67 -18.56 0.16  -0.426
C: -5.19 -17.09 0.38  -0.213
O: -6.47 -17.08 0.92  -0.325
C: -7.56 -17.42 0.00  -0.868
H: -0.17 -20.37 1.66  0.313
H: -0.72 -19.97 0.03  0.304
H: -0.67 -21.69 0.58  0.245
H: -2.18 -18.54 1.06  0.129
H: -1.65 -18.91 2.70  0.410
H: -3.89 -18.15 2.98  0.387
H: -4.03 -19.87 3.07  0.249
H: -5.30 -19.14 -0.51  0.379
H: -3.66 -18.52 -0.27  0.238
H: -5.15 -16.46 -0.51  0.399
H: -4.48 -16.68 1.10  0.075
H: -7.69 -16.81 -0.89  0.317
H: -8.53 -17.09 0.35  0.346
H: -7.72 -18.48 -0.16  0.293

Calculated values
Highest occupied orbital energy   -0.0392 Ha
ΔE to the lowest compared entry with this formula, charge and spin   2.541 eV
Strongest force on any atom   11.81 eV/A
Total charge   -2
Orbital gap   5.206 eV



Question: Which of these has the highest strongest force on any atom?
Answer: C20H44O15